No. 1
Formula: C41H87BFN2O22S7
Source: OMol25
Level of theory: the ωB97M-V functional and the def2-TZVPD basis

The calculation puts the lowest unoccupied orbital energy at 1.4 eV. The value obtained for the HOMO energy is -0.182 hartree. The total energy is -171174.87411 eV. As for the charge: -1. As for the HOMO-LUMO gap: 6.32 eV.

Each line ends with the Mulliken charge.
Element x y z (Å)
C 1.45019 -2.19645 5.55576  -0.762
C 1.90563 -2.11555 4.10996  -0.223
C 0.76105 -2.06132 2.89124  -0.377
C 1.31192 -0.96455 1.80592  0.917
C 2.61006 -1.79256 1.15212  -1.120
O 1.60319 0.39030 2.38340  -0.489
B 1.85251 1.40010 1.29414  -0.255
C 3.49387 1.48488 1.31805  0.442
C 4.08115 2.75967 2.22784  -0.268
C 5.72908 2.54276 2.28043  0.104
F 6.37626 3.42490 1.24354  -0.392
C 0.99235 2.81217 1.32908  -0.275
C 0.66022 3.39067 -0.16821  -0.359
C 1.96075 3.60266 -1.14163  -0.225
C 1.84379 2.77372 -2.58971  -0.748
C 2.80720 1.44960 -2.66140  0.525
C 4.19934 1.64692 -3.50757  -0.391
C 5.20554 0.39224 -3.05014  -0.699
O 1.18040 0.69876 0.14304  0.113
C 0.32446 -0.44439 0.58921  0.493
C -1.09229 -0.13487 1.34541  -1.366
C -2.21651 0.65010 0.45036  -0.475
S -3.55728 1.20641 1.69391  -0.152
C -5.17001 1.43474 0.75240  0.393
N -5.60570 2.75487 0.10477  -0.310
N -6.82433 2.63175 -0.56788  -0.263
C -7.21385 1.17601 -0.33690  -0.018
O -6.24066 0.42500 0.47697  -0.271
C 0.16833 -1.33680 -0.77493  -0.836
C -0.20966 -3.01203 -0.29403  0.372
C -0.58929 -4.05861 -1.62602  -0.667
O 0.81248 -4.09622 -0.76685  -0.449
H 2.00997 -1.58808 6.41694  0.191
H 0.55097 -2.90562 5.83324  0.231
H 3.05989 -2.05204 3.93052  0.230
H -0.24097 -1.78020 3.42579  0.339
H 0.73348 -3.13205 2.39907  0.231
H 3.55762 -1.61378 1.85414  0.199
H 2.39825 -2.93400 1.00641  0.374
H 2.89340 -1.30134 0.11810  -0.177
H 3.99644 1.61825 0.25727  -0.046
H 4.02153 0.52433 1.79154  -0.395
H 3.76567 3.79090 1.75176  0.170
H 3.62997 2.75080 3.33192  0.231
H 6.18496 2.70170 3.35331  0.216
H 6.03270 1.43344 1.96132  -0.084
H 1.44594 3.64371 2.01609  0.334
H -0.06125 2.53231 1.81597  -0.034
H -0.12680 2.76608 -0.77802  -0.147
H 0.16470 4.46463 -0.01547  0.354
H 2.99976 3.40390 -0.64272  0.104
H 1.97110 4.75174 -1.46537  0.419
H 0.73195 2.41656 -2.78561  0.229
H 2.18038 3.48460 -3.47773  0.287
H 2.19295 0.60044 -3.23300  0.107
H 3.09561 0.98886 -1.62496  -0.638
H 4.77708 2.64003 -3.28577  0.237
H 4.00501 1.46253 -4.66574  0.295
H 5.68265 -0.15680 -3.97161  0.314
H 6.06995 0.74922 -2.32782  0.145
H 4.58681 -0.43813 -2.45914  0.091
H -1.56554 -1.19812 1.61265  0.284
H -1.00332 0.43438 2.36722  0.634
H -1.84705 1.62383 -0.08194  0.117
H -2.69270 -0.05494 -0.35871  0.472
H -8.19813 0.68740 -0.77847  0.369
H -0.82040 -1.07811 -1.35563  0.355
H 1.12563 -1.40283 -1.44465  0.274
H -0.84358 -3.17853 0.77564  0.182
H -0.86608 -5.18212 -1.39085  0.276
H -0.43400 -3.61720 -2.71448  0.228
O -6.65323 -1.47143 -5.71780  -0.665
S -7.42526 -0.71128 -4.75907  1.246
O -8.20242 -1.35111 -3.71705  -0.609
O -8.38416 0.33488 -5.56003  -0.273
C -9.29196 -0.18051 -6.52601  -0.323
C -10.46832 -0.88171 -5.87149  -0.786
C -6.36111 0.48616 -3.99342  -0.916
H -8.77285 -0.84475 -7.22520  0.317
H -9.66369 0.67214 -7.10582  0.252
H -10.14545 -1.77917 -5.33652  0.305
H -11.20487 -1.18572 -6.61955  0.237
H -10.95041 -0.22553 -5.13978  0.261
H -5.79356 1.00558 -4.76606  0.381
H -5.68355 -0.04935 -3.32536  0.366
H -6.97114 1.18503 -3.41820  0.251
O 7.24301 -2.96854 -3.13804  -0.669
S 7.63097 -3.16379 -1.75804  1.251
O 7.10892 -2.33797 -0.68817  -0.477
O 9.25759 -3.17962 -1.66131  -0.306
C 9.97702 -2.05495 -2.15156  -0.351
C 9.85353 -0.86182 -1.22145  -0.742
C 7.35446 -4.86324 -1.32457  -1.034
H 9.65088 -1.80270 -3.16624  0.311
H 11.03094 -2.34931 -2.21468  0.285
H 8.82386 -0.49544 -1.18346  0.101
H 10.48861 -0.03872 -1.55864  0.417
H 10.13604 -1.13748 -0.20038  0.230
H 7.77437 -5.50296 -2.10131  0.327
H 6.27590 -5.01745 -1.25309  0.379
H 7.82089 -5.06220 -0.35799  0.304
O -12.14847 -1.86463 -8.69532  -0.596
S -12.37629 -2.27704 -10.06317  1.140
O -12.01366 -1.44055 -11.18919  -0.602
O -13.93247 -2.73156 -10.22815  -0.290
C -14.95100 -1.79873 -9.88867  -0.291
C -15.07720 -0.70271 -10.93112  -0.980
C -11.63931 -3.87405 -10.30589  -0.959
H -14.77228 -1.38031 -8.89240  0.294
H -15.89429 -2.35490 -9.84113  0.268
H -14.17768 -0.08159 -10.96220  0.297
H -15.92571 -0.05068 -10.70885  0.382
H -15.20737 -1.13263 -11.92943  0.260
H -11.93157 -4.53075 -9.48600  0.321
H -10.55539 -3.74284 -10.31421  0.370
H -11.97031 -4.27419 -11.26597  0.341
O 10.63119 -0.52859 2.17769  -0.676
S 10.03401 0.30620 3.19725  1.186
O 9.57516 1.65181 2.91804  -0.611
O 11.02020 0.34766 4.49386  -0.143
C 12.36028 0.78836 4.31275  -0.370
C 12.43344 2.29070 4.10896  -1.029
C 8.69554 -0.58508 3.94998  -0.829
H 12.83241 0.25175 3.48287  0.315
H 12.91158 0.52548 5.22288  0.277
H 11.95055 2.58645 3.17342  0.276
H 13.47246 2.62747 4.06945  0.388
H 11.91702 2.81573 4.91893  0.277
H 9.03305 -1.59078 4.20207  0.303
H 7.87894 -0.63297 3.22677  0.392
H 8.36858 -0.04620 4.84113  0.206
O 9.72170 0.61525 8.88976  -0.657
S 8.92367 -0.47714 8.37706  1.238
O 7.83355 -0.26285 7.44709  -0.584
O 8.37774 -1.36797 9.62761  -0.274
C 7.61554 -0.72112 10.63928  -0.332
C 6.21407 -0.39002 10.15953  -0.984
C 10.00968 -1.69576 7.67845  -0.742
H 8.13432 0.17438 10.99776  0.318
H 7.54748 -1.41537 11.48472  0.261
H 6.23629 0.35325 9.35770  0.298
H 5.60999 0.01620 10.97476  0.381
H 5.72225 -1.28231 9.75915  0.262
H 10.81832 -1.89856 8.38120  0.349
H 10.41282 -1.28882 6.74891  0.162
H 9.43698 -2.60078 7.46774  0.312
O -12.54553 4.53507 2.09794  -0.636
S -11.78753 3.82382 3.10420  1.210
O -10.71675 4.45449 3.84908  -0.599
O -11.23137 2.43211 2.46443  -0.288
C -10.42809 2.49782 1.29258  -0.343
C -9.03180 3.00856 1.59820  -0.945
C -12.92019 3.10908 4.26984  -0.927
H -10.91573 3.10981 0.52626  0.314
H -10.35515 1.47919 0.89453  0.213
H -9.05661 4.04839 1.93590  0.407
H -8.39737 2.96114 0.70950  0.402
H -8.57208 2.42002 2.39861  0.246
H -13.71520 2.59669 3.72735  0.313
H -13.33709 3.92063 4.86963  0.365
H -12.37510 2.41635 4.91361  0.309

=====

No. 2
Formula: C31H36Br4Ge2O4S2Tc
Source: OMol25
Level of theory: the ωB97M-V functional and the def2-TZVPD basis

The spin multiplicity is 2. The calculation puts the lowest unoccupied orbital energy (alpha / beta) at -2.4 / -1.7 eV. The value obtained for the HOMO energy (alpha / beta) is -0.295 / -0.298 hartree. The total energy is -457990.94182 eV. As for the HOMO-LUMO gap (alpha / beta): 5.63 / 6.45 eV.

Each line ends with the Löwdin spin population.
Element x y z (Å)
Tc -0.52936 0.30009 -1.65208  0.967
O 0.65225 -3.31053 -3.11276  0.016
C 0.22424 -2.19642 -3.22598  0.009
O -0.37303 -1.55262 -2.19542  0.067
C 0.24641 -1.43136 -4.51134  0.001
C -0.09729 -2.09962 -5.68143  0.000
C -0.06793 -1.43914 -6.89705  -0.001
C 0.34319 -0.11231 -6.94813  0.000
C 0.70468 0.55448 -5.79088  0.000
C 0.64874 -0.09456 -4.55705  0.000
S 1.20534 0.77010 -3.12206  -0.023
H -0.38082 -3.14264 -5.61944  0.000
H -0.35539 -1.95667 -7.80275  0.000
H 0.37922 0.40741 -7.89727  0.000
H 1.03173 1.58623 -5.82893  0.000
C -0.46398 -3.26854 1.15247  0.000
C 0.72858 -3.31828 0.20430  0.003
Ge 1.55352 -1.57397 -0.07415  0.017
C 3.07475 -1.46894 -1.28091  0.003
C 3.86296 -0.17876 -1.07448  0.000
C 2.36905 -1.44892 1.70321  0.005
C 1.74468 -0.61031 2.52737  0.001
Ge 0.54967 0.48597 1.44452  -0.001
C -1.30444 0.16484 1.98179  -0.002
C -1.49987 -0.12287 3.47334  0.000
C 1.39438 2.23951 1.32874  -0.003
C 2.87744 2.24216 1.70171  0.000
C 1.98339 -0.45737 3.99184  0.000
C 2.60732 -1.46207 4.73377  0.000
C 2.83139 -1.31328 6.09395  0.000
C 2.42663 -0.15611 6.74851  0.000
C 1.78994 0.84619 6.03073  0.000
C 1.57156 0.69073 4.66851  0.000
H -0.86888 -4.26697 1.33708  0.000
H -1.26282 -2.66529 0.73018  0.000
H -0.19609 -2.83448 2.11863  0.000
H 0.47907 -3.78469 -0.74637  0.000
H 1.54766 -3.88466 0.66007  0.000
H 2.78310 -1.60724 -2.32003  0.000
H 3.67805 -2.33423 -0.98468  0.000
H 3.29048 0.68975 -1.40303  0.000
H 4.79764 -0.19192 -1.64039  0.000
H 4.11801 -0.03890 -0.02276  0.000
H 3.16504 -2.12667 2.03833  0.000
H -1.60686 -0.69588 1.38691  0.000
H -1.90680 1.01537 1.67030  0.000
H -0.79476 -0.86696 3.84628  0.000
H -2.50704 -0.50282 3.66288  0.000
H -1.37250 0.77820 4.07592  0.000
H 0.82046 2.89655 1.98538  0.000
H 1.24902 2.60271 0.31296  0.000
H 3.08050 1.72181 2.63698  0.000
H 3.23186 3.26890 1.81897  0.000
H 3.47967 1.77106 0.92802  0.000
H 2.90609 -2.37845 4.23893  0.000
H 3.31933 -2.10588 6.64822  0.000
H 2.60091 -0.04036 7.81068  0.000
H 1.45890 1.74805 6.53116  0.000
H 1.07336 1.48435 4.11969  0.000
Br -5.00612 5.46726 -2.82234  -0.003
C -3.72503 4.34543 -2.02884  -0.010
C -3.35279 4.52581 -0.67572  -0.006
Br -4.16214 5.88477 0.34189  -0.001
C -2.40185 3.69816 -0.08984  -0.005
Br -1.90041 3.87299 1.71309  0.000
C -1.81879 2.68774 -0.85460  0.001
O -0.89983 1.80849 -0.45506  -0.028
C -2.21117 2.49747 -2.17762  -0.006
O -1.62909 1.48817 -2.77059  0.011
C -3.15556 3.33143 -2.77960  -0.002
Br -3.59066 2.97174 -4.56556  0.001
C -4.22489 0.44620 -0.46387  -0.001
S -3.17092 -0.60446 -1.48255  -0.007
C -3.39677 -2.16524 -0.62494  -0.001
H -3.73751 0.69935 0.47629  0.000
H -5.15790 -0.08178 -0.27141  -0.001
H -4.44244 1.35387 -1.02435  0.000
H -4.40824 -2.53018 -0.79823  0.000
H -3.22096 -2.05052 0.44229  0.000
H -2.67926 -2.87046 -1.04138  0.000